a) {
  "formula": "H3OS2",
  "method": "ωB97M-V with the def2-TZVPD basis set",
  "symbols": ["O", "H", "S", "S", "H", "H"],
  "xyz": [[-0.7422, 0.0243, -1.8470], [-0.1861, 0.4271, -1.1593], [-0.6242, 0.6196, 2.0526], [1.0510, 0.3385, 0.8495], [-1.1541, -0.7363, -1.4422], [1.6556, -0.6733, 1.5465]],
  "total_charge": -1,
  "e_lumo_ev": 3.80,
  "homo_energy_ev": -2.4,
  "spin_multiplicity": 1,
  "homo_lumo_gap_ev": 6.18
}

=====

b) {
  "formula": "H3OS2",
  "method": "ωB97M-V with the def2-TZVPD basis set",
  "symbols": ["O", "H", "S", "S", "H", "H"],
  "xyz": [[1.4745, 0.1839, 1.2497], [1.3236, -0.7257, 0.9390], [-1.6064, -1.1879, -0.0468], [-0.6566, -0.0396, -1.5383], [0.7815, 0.6525, 0.7668], [-1.3165, 1.1168, -1.3704]],
  "total_charge": -1,
  "e_lumo_ev": 3.76,
  "homo_energy_ev": -2.5,
  "spin_multiplicity": 1,
  "homo_lumo_gap_ev": 6.23
}

=====

Least stable = a)

=====

a) {
  "formula": "CH8NS2",
  "method": "ωB97M-V with the def2-TZVPD basis set",
  "symbols": ["N", "H", "H", "H", "H", "C", "S", "S", "H", "H", "H", "H"],
  "xyz": [[-2.2022, -0.8988, -1.2215], [-2.8994, -0.3361, -0.8232], [-1.2513, -0.5220, -0.9370], [-2.3426, -0.6341, -2.2125], [-2.2015, -1.9145, -1.1535], [1.6988, 1.2148, 1.6788], [0.3083, 0.4123, 0.7765], [0.9293, -0.6223, -1.0321], [2.4518, 1.3992, 1.0127], [1.2468, 2.0835, 2.2616], [2.0084, 0.4072, 2.3694], [2.2536, -0.5893, -0.7192]],
  "total_charge": 1,
  "e_lumo_ev": -4.06,
  "homo_energy_ev": -12.2,
  "spin_multiplicity": 1,
  "homo_lumo_gap_ev": 8.11
}

=====

b) {
  "formula": "CH8NS2",
  "method": "ωB97M-V with the def2-TZVPD basis set",
  "symbols": ["N", "H", "H", "H", "H", "C", "S", "S", "H", "H", "H", "H"],
  "xyz": [[0.4369, 2.4801, -0.6008], [0.9324, 2.1590, 0.2450], [-0.1381, 1.6479, -0.8874], [1.0992, 2.7268, -1.3310], [-0.1723, 3.2568, -0.3674], [-0.1588, -2.3847, 1.0486], [-0.6669, -0.6704, 1.1287], [-1.1798, -0.2579, -0.8389], [-0.9783, -3.0778, 1.1994], [0.2989, -2.6233, 0.1025], [0.6081, -2.5742, 1.8009], [-0.0814, -0.6823, -1.4996]],
  "total_charge": 1,
  "e_lumo_ev": -3.87,
  "homo_energy_ev": -12.7,
  "spin_multiplicity": 1,
  "homo_lumo_gap_ev": 8.84
}

=====

Least stable = a)

=====

a) {
  "formula": "F3NOS2",
  "method": "ωB97M-V with the def2-TZVPD basis set",
  "symbols": ["N", "O", "F", "F", "F", "S", "S"],
  "xyz": [[1.2570, -0.0170, 0.9984], [-0.9057, -1.0495, -0.6694], [3.5335, 0.1303, -0.2391], [-1.2831, 1.3500, -0.3580], [-3.1638, -0.1594, -0.1670], [1.8081, -0.0941, -0.3105], [-1.5359, -0.1837, 0.2559]],
  "e_lumo_ev": -1.51,
  "homo_energy_ev": -11.8,
  "spin_multiplicity": 1,
  "homo_lumo_gap_ev": 10.28
}

=====

b) {
  "formula": "F3NOS2",
  "method": "ωB97M-V with the def2-TZVPD basis set",
  "symbols": ["N", "O", "F", "F", "F", "S", "S"],
  "xyz": [[-1.7931, 1.0143, -0.8056], [0.6532, -0.2135, 1.0520], [-3.5034, -0.7977, 0.0089], [2.6033, 1.1949, 0.4017], [2.4711, -1.1653, -0.4423], [-1.8532, -0.2527, -0.1415], [1.4221, 0.2200, -0.0732]],
  "e_lumo_ev": -1.45,
  "homo_energy_ev": -11.7,
  "spin_multiplicity": 1,
  "homo_lumo_gap_ev": 10.29
}

=====

Least stable = b)

=====

a) {
  "formula": "C2H6S3",
  "method": "ωB97M-V with the def2-TZVPD basis set",
  "symbols": ["C", "C", "S", "S", "S", "H", "H", "H", "H", "H", "H"],
  "xyz": [[1.5359, -0.0506, 0.1004], [-0.0581, 0.0263, 0.2278], [-0.7342, -0.9099, 1.7655], [-0.7551, -0.7665, -1.4249], [-0.5174, 1.7553, 0.0738], [1.9769, 0.4632, 0.9473], [1.7951, -1.1490, 0.1093], [1.7391, 0.3656, -0.9152], [-1.7286, -1.3188, 1.0037], [-1.4110, 0.2127, -1.8403], [-1.8426, 1.3718, -0.0475]],
  "e_lumo_ev": 0.47,
  "homo_energy_ev": -9.1,
  "smiles": "CC(S)(S)S",
  "spin_multiplicity": 1,
  "homo_lumo_gap_ev": 9.55
}

=====

b) {
  "formula": "C2H6S3",
  "method": "ωB97M-V with the def2-TZVPD basis set",
  "symbols": ["C", "C", "S", "S", "S", "H", "H", "H", "H", "H", "H"],
  "xyz": [[-0.9091, 0.4869, 0.4486], [-1.2559, -0.5928, -0.4788], [3.2182, 0.1429, 0.2534], [0.1035, -1.8206, -0.8353], [2.1871, 0.2721, -1.3686], [-1.7943, 0.9787, 0.7833], [-0.6292, 0.1574, 1.4591], [-0.1224, 1.1722, 0.0469], [-1.5016, -0.4641, -1.5127], [-2.1011, -1.2519, -0.1387], [2.8050, 0.9193, 1.3429]],
  "e_lumo_ev": [-2.35, -2.35],
  "homo_energy_ev": [-8.6, -8.6],
  "spin_multiplicity": 1,
  "homo_lumo_gap_ev": [6.23, 6.23]
}

=====

Least stable = b)

=====

a) {
  "formula": "C32H48AsN4O8PSTe2W",
  "method": "ωB97M-V with the def2-TZVPD basis set",
  "symbols": ["W", "O", "As", "O", "O", "C", "C", "C", "C", "C", "C", "S", "O", "O", "O", "H", "H", "H", "H", "H", "Te", "C", "C", "O", "N", "Te", "C", "C", "C", "C", "C", "C", "C", "C", "C", "C", "C", "C", "C", "C", "C", "C", "C", "C", "H", "H", "H", "H", "H", "H", "H", "H", "H", "H", "H", "H", "H", "H", "H", "H", "H", "H", "H", "H", "H", "H", "H", "H", "H", "C", "N", "C", "P", "O", "N", "C", "C", "N", "C", "C", "H", "H", "H", "H", "H", "H", "H", "H", "H", "H", "H", "H", "H", "H", "H", "H", "H", "H"],
  "xyz": [[-1.6132, 1.4584, 0.0791], [-2.4835, -0.6310, 2.1957], [-3.7667, -0.7446, 0.9874], [-4.1104, -2.3331, 0.8559], [-3.0328, -0.0041, -0.3733], [-5.1670, 0.3118, 1.8497], [-6.4810, 0.0091, 1.5442], [-7.5111, 0.7519, 2.1179], [-7.2103, 1.7817, 2.9906], [-5.8823, 2.0877, 3.2861], [-4.8559, 1.3712, 2.7128], [-3.1010, 2.1083, 2.6501], [-3.3167, 2.0194, 1.0582], [-3.2831, 3.5118, 3.0621], [-1.0671, 1.9387, 1.6876], [-2.4494, -1.4971, 2.6179], [-6.7018, -0.8202, 0.8818], [-8.5418, 0.5235, 1.8769], [-8.0090, 2.3749, 3.4200], [-5.6398, 2.9257, 3.9307], [0.5549, 3.0205, -0.4640], [-0.4457, -1.6912, -1.7447], [-0.5092, -0.3631, -1.0540], [-0.8633, 0.6606, -1.7852], [-0.3110, -0.0732, 0.1991], [0.5449, -2.2644, 1.6981], [1.6200, -3.9868, 2.4525], [1.1015, -5.2716, 2.2539], [-0.1997, -5.5483, 1.5391], [1.8095, -6.3831, 2.7126], [3.0195, -6.2615, 3.3727], [3.7610, -7.4684, 3.8821], [3.5157, -4.9813, 3.5823], [2.8390, -3.8489, 3.1436], [3.4589, -2.5075, 3.4259], [2.2194, -1.5811, 0.5809], [2.7862, -2.3890, -0.4112], [2.3141, -3.7879, -0.7166], [3.8615, -1.9021, -1.1555], [4.3796, -0.6351, -0.9514], [5.5318, -0.1170, -1.7696], [3.8067, 0.1480, 0.0423], [2.7439, -0.2993, 0.8179], [2.2598, 0.6192, 1.9090], [-0.9463, -1.6084, -2.7066], [-0.9302, -2.4503, -1.1322], [0.5965, -1.9801, -1.8979], [-0.8357, -4.6725, 1.4451], [-0.7622, -6.3195, 2.0676], [-0.0078, -5.9217, 0.5289], [1.3925, -7.3721, 2.5449], [3.3133, -8.3904, 3.5108], [3.7462, -7.5055, 4.9738], [4.8073, -7.4497, 3.5716], [4.4559, -4.8567, 4.1121], [4.1590, -2.5795, 4.2595], [2.6969, -1.7657, 3.6679], [4.0031, -2.1343, 2.5558], [1.2838, -3.9451, -0.3996], [2.9301, -4.5247, -0.1942], [2.3847, -3.9859, -1.7880], [4.2925, -2.5375, -1.9237], [5.8542, -0.8534, -2.5060], [6.3876, 0.1233, -1.1353], [5.2569, 0.7961, -2.3025], [4.1943, 1.1469, 0.2221], [2.2212, 1.6478, 1.5415], [2.9640, 0.6034, 2.7464], [1.2735, 0.3619, 2.2812], [1.9908, 4.0249, -4.5220], [1.3240, 2.8834, -3.9789], [2.1859, 1.7523, -3.8137], [-1.3891, 3.5910, -1.9949], [-2.4473, 2.6853, -1.3004], [-1.6863, 5.1453, -1.3779], [-2.0365, 5.2888, 0.0331], [-0.7017, 6.1280, -1.7946], [-1.9644, 3.8807, -3.5479], [-1.8359, 2.7233, -4.4458], [-3.3383, 4.3940, -3.5991], [2.6956, 4.4393, -3.7852], [1.2681, 4.8002, -4.7775], [2.5813, 3.7706, -5.4144], [2.9652, 1.9626, -3.0664], [2.6992, 1.5056, -4.7547], [1.6127, 0.8935, -3.4659], [-2.5703, 4.4162, 0.4029], [-2.7037, 6.1488, 0.1392], [-1.1528, 5.4470, 0.6596], [-0.4948, 6.0312, -2.8616], [0.2418, 6.0217, -1.2379], [-1.0932, 7.1315, -1.6117], [-0.8253, 2.3301, -4.3958], [-2.0473, 3.0480, -5.4668], [-2.5412, 1.9299, -4.1730], [-3.4432, 5.2643, -2.9597], [-4.0590, 3.6299, -3.2889], [-3.5405, 4.6745, -4.6345]],
  "total_charge": -1,
  "e_lumo_ev": [1.78, 1.63],
  "homo_energy_ev": [-5.0, -5.0],
  "spin_multiplicity": 2,
  "homo_lumo_gap_ev": [6.74, 6.58]
}

=====

b) {
  "formula": "C32H48AsN4O8PSTe2W",
  "method": "ωB97M-V with the def2-TZVPD basis set",
  "symbols": ["W", "O", "As", "O", "O", "C", "C", "C", "C", "C", "C", "S", "O", "O", "O", "H", "H", "H", "H", "H", "Te", "C", "C", "O", "N", "Te", "C", "C", "C", "C", "C", "C", "C", "C", "C", "C", "C", "C", "C", "C", "C", "C", "C", "C", "H", "H", "H", "H", "H", "H", "H", "H", "H", "H", "H", "H", "H", "H", "H", "H", "H", "H", "H", "H", "H", "H", "H", "H", "H", "C", "N", "C", "P", "O", "N", "C", "C", "N", "C", "C", "H", "H", "H", "H", "H", "H", "H", "H", "H", "H", "H", "H", "H", "H", "H", "H", "H", "H"],
  "xyz": [[0.2875, -0.5403, -0.8174], [0.0399, 0.6593, -2.3018], [-2.5511, 0.7415, -0.4370], [-3.9601, 0.8055, 0.3899], [-1.5256, -0.5927, 0.0146], [-3.1285, 0.4518, -2.3200], [-4.2497, 1.2586, -2.5390], [-4.9484, 1.2445, -3.7346], [-4.5545, 0.3864, -4.7469], [-3.4569, -0.4328, -4.5483], [-2.7334, -0.4080, -3.3570], [-1.2586, -1.4948, -3.4855], [-1.7687, -2.7335, -4.0986], [1.5951, -1.3865, -1.5572], [-0.9419, -1.7783, -1.9934], [0.2129, 0.2696, -3.1717], [-4.5984, 1.8846, -1.7269], [-5.8090, 1.8901, -3.8606], [-5.0994, 0.3438, -5.6822], [-3.1503, -1.1283, -5.3196], [-0.7658, 2.4264, 0.0704], [1.8794, -2.4486, 2.2885], [1.0235, -1.8268, 1.2346], [1.0790, -0.5167, 1.0848], [0.2827, -2.4175, 0.3685], [0.7652, -4.2436, -0.8828], [2.2872, -5.7257, -1.4008], [3.6270, -5.3409, -1.3740], [4.0680, -3.9599, -0.9537], [4.6064, -6.2773, -1.7046], [4.2823, -7.5727, -2.0719], [5.3486, -8.5694, -2.4404], [2.9380, -7.9246, -2.1253], [1.9304, -7.0237, -1.8016], [0.4961, -7.4706, -1.9153], [-0.0493, -5.3528, 0.7253], [0.7150, -6.0704, 1.6462], [2.2203, -6.1443, 1.6081], [0.0553, -6.7541, 2.6686], [-1.3229, -6.7271, 2.7991], [-2.0173, -7.4722, 3.9069], [-2.0557, -5.9749, 1.8877], [-1.4477, -5.2785, 0.8522], [-2.2935, -4.4459, -0.0747], [1.9261, -1.7969, 3.1604], [2.8914, -2.5616, 1.8898], [1.4913, -3.4267, 2.5671], [3.3498, -3.1800, -1.2104], [5.0186, -3.7076, -1.4262], [4.2214, -3.9196, 0.1298], [5.6499, -5.9781, -1.6759], [6.3414, -8.1914, -2.1972], [5.3263, -8.7878, -3.5104], [5.2053, -9.5135, -1.9120], [2.6642, -8.9276, -2.4395], [0.4325, -8.4104, -2.4643], [-0.1100, -6.7286, -2.4406], [0.0439, -7.6189, -0.9343], [2.6606, -5.2146, 1.2458], [2.5699, -6.9413, 0.9485], [2.6067, -6.3390, 2.6094], [0.6470, -7.3124, 3.3874], [-1.2988, -7.9634, 4.5629], [-2.6854, -8.2364, 3.5048], [-2.6235, -6.7962, 4.5124], [-3.1340, -5.9142, 1.9922], [-3.3423, -4.5029, 0.2139], [-2.2072, -4.7803, -1.1115], [-1.9959, -3.3936, -0.0539], [2.0304, 3.2597, -2.6399], [3.3038, 3.0219, -1.9705], [4.3929, 3.8447, -2.4494], [3.3247, 2.0829, -0.6140], [2.3525, 0.9761, -0.6606], [4.9243, 1.5823, -0.5661], [5.4770, 1.1744, 0.7141], [5.3217, 0.6853, -1.6459], [3.0958, 3.0035, 0.7350], [3.5851, 4.3600, 0.8481], [2.3620, 2.5029, 1.8865], [1.6752, 4.2807, -2.4629], [1.2742, 2.5612, -2.2839], [2.1548, 3.1179, -3.7178], [4.1701, 4.9124, -2.3296], [4.5563, 3.6608, -3.5169], [5.3114, 3.6140, -1.9150], [5.1665, 1.8643, 1.4960], [6.5686, 1.1844, 0.6568], [5.1592, 0.1618, 0.9960], [4.8144, 0.9612, -2.5688], [5.0592, -0.3547, -1.4198], [6.4019, 0.7512, -1.8042], [4.3199, 4.5784, 0.0752], [4.0740, 4.5024, 1.8180], [2.7712, 5.0891, 0.7701], [1.9405, 1.5247, 1.6649], [1.5339, 3.1733, 2.1319], [3.0223, 2.4313, 2.7612]],
  "total_charge": -1,
  "e_lumo_ev": [2.10, 1.23],
  "homo_energy_ev": [-4.2, -4.2],
  "spin_multiplicity": 2,
  "homo_lumo_gap_ev": [6.33, 5.46]
}

=====

Least stable = a)

=====

a) {
  "formula": "C6H4N2",
  "method": "ωB97M-V with the def2-TZVPD basis set",
  "symbols": ["C", "C", "C", "C", "N", "N", "C", "C", "H", "H", "H", "H"],
  "xyz": [[1.7071, -0.0614, -0.1788], [0.8238, 1.0400, -0.1204], [-0.3882, 0.4934, 0.2774], [-1.8389, 0.7990, 0.0444], [-2.4873, -0.3626, -0.2017], [-1.4908, -1.4090, -0.1030], [-0.3360, -0.9432, 0.1612], [1.1593, -1.2768, 0.0650], [2.7268, 0.1317, -0.1833], [0.8898, 2.0664, -0.1795], [-2.2583, 1.7506, 0.2448], [1.4925, -2.2281, 0.1739]],
  "e_lumo_ev": -1.72,
  "homo_energy_ev": -9.0,
  "smiles": "C1=CC2=CN=NC2=C1",
  "spin_multiplicity": 1,
  "homo_lumo_gap_ev": 7.31
}

=====

b) {
  "formula": "C6H4N2",
  "method": "ωB97M-V with the def2-TZVPD basis set",
  "symbols": ["C", "C", "C", "C", "C", "C", "N", "N", "H", "H", "H", "H"],
  "xyz": [[1.1505, 0.8331, -0.3542], [1.3964, -0.2826, 0.3657], [-0.5756, -1.8944, -0.3218], [-0.2697, 0.8654, -0.7663], [-0.9352, -0.4401, -0.3940], [0.1876, -1.0640, 0.3543], [-1.1260, 1.3614, 0.2185], [-1.6890, 0.2141, 0.5566], [1.8551, 1.6068, -0.5995], [2.3280, -0.6223, 0.7824], [-1.0158, -2.8472, -0.4582], [-1.3064, 2.2698, 0.6165]],
  "e_lumo_ev": 0.30,
  "homo_energy_ev": -7.5,
  "spin_multiplicity": 1,
  "homo_lumo_gap_ev": 7.82
}

=====

Least stable = b)